Record 1
Density functional theory data (ωB97M-V with the def2-TZVPD basis set) for a structure of composition C16H12BF4IN4NiO4S.

Structure (XYZ):
```
44
Properties=species:S:1:pos:R:3:forces:R:3:mulliken_spin:R:1
Ni -11.8184 11.9196 -4.1611 0.442 0.398 -1.267 1.769
O -13.6489 15.8225 -2.1953 -1.770 -1.240 -0.336 0.000
C -13.3095 14.6808 -2.8805 -0.816 -0.063 0.429 0.009
O -13.9904 13.6811 -2.9634 0.343 0.902 0.291 0.004
C -12.0198 14.8733 -3.5340 1.905 2.811 -0.286 -0.009
C -11.3208 16.1240 -3.3244 -0.080 -2.268 -0.816 0.000
C -9.9924 16.2105 -3.8268 -1.245 -0.317 0.909 0.001
C -9.5047 15.1949 -4.6095 -1.828 -1.152 -0.558 0.001
C -10.4011 14.1512 -4.9822 1.331 0.201 -0.119 0.002
N -11.5662 13.9366 -4.3750 0.405 0.596 0.089 0.020
C -9.8825 13.1102 -6.0209 1.712 -1.007 -0.236 -0.002
O -8.8929 13.4115 -6.7327 -2.231 -0.068 1.361 0.003
O -10.4418 11.9470 -5.9409 -0.710 1.398 0.756 0.076
H -14.6222 15.7425 -2.0113 1.176 0.027 0.088 0.000
H -11.8404 16.8924 -2.7556 0.593 -0.180 -0.104 0.000
H -9.3708 17.0099 -3.4869 0.298 0.500 -0.073 0.000
H -8.5228 15.0444 -4.9999 0.547 0.537 -0.184 0.000
I -14.8907 9.9778 -3.2034 -0.020 0.342 0.138 0.003
C -14.6495 11.2294 -4.8339 0.161 1.382 -2.060 -0.008
C -15.8047 11.2988 -5.6231 0.009 0.494 -1.113 0.004
C -15.7233 11.8032 -6.9428 0.858 0.416 0.877 -0.006
C -14.5281 12.4660 -7.3383 -0.320 0.016 0.128 0.008
C -13.4478 12.5298 -6.4407 -1.152 -0.120 0.408 -0.007
N -13.5184 11.8870 -5.2410 -0.755 -0.908 -0.007 0.054
H -16.7820 11.0223 -5.2166 0.553 -0.388 -0.256 0.001
H -16.6051 11.6906 -7.5919 0.588 0.381 0.265 -0.001
H -14.4529 13.0251 -8.2918 -0.080 -0.701 0.627 0.001
H -12.5384 13.1484 -6.6461 -0.940 -0.981 0.263 0.003
F -10.4584 12.2363 -2.7264 0.368 0.372 0.611 -0.003
B -9.9270 12.3236 -1.3532 0.783 0.026 1.039 -0.002
F -8.8169 13.2008 -1.3035 -1.220 -0.644 -0.387 0.001
F -10.9669 12.7760 -0.4925 0.822 -0.614 -0.979 0.000
F -9.4857 10.9962 -1.0707 -0.597 0.733 0.044 0.000
S -11.4165 9.7105 -4.1898 0.364 -0.114 -1.138 0.076
C -11.3617 9.2929 -2.5888 0.458 -1.542 -0.824 -0.009
N -10.4733 8.3242 -2.2742 1.087 -1.958 1.457 0.005
C -10.5797 7.5146 -1.1310 0.366 1.012 -1.512 -0.002
C -11.4771 7.9140 -0.1957 -0.145 -0.004 -0.453 0.004
C -12.2222 9.0663 -0.5178 0.102 0.566 0.002 -0.001
N -12.2364 9.6547 -1.7002 -0.732 0.818 2.914 0.003
H -9.7126 8.2233 -2.9495 -0.344 -0.348 0.375 0.002
H -9.9633 6.6058 -1.0583 -0.107 0.800 -0.153 0.000
H -11.6421 7.3919 0.7293 0.102 -0.102 0.090 0.000
H -12.8035 9.5227 0.2806 -0.282 -0.008 -0.301 0.000
```
Positions in Å, forces in eV/Å.

The energy above the lowest of the compared OMol25 structures with the same formula, charge and spin is 19.44 kcal/mol. Its lowest unoccupied orbital energy (spin up / spin down) is -0.95 / -0.96 eV. As for the spin multiplicity: 3.

=====

Record 2
Density functional theory data (ωB97M-V with the def2-TZVPD basis set) for the molecule C16H12Br2O3S.

Structure (XYZ):
```
34
Properties=species:S:1:pos:R:3:forces:R:3:lowdin_charge:R:1
O 1.6078 2.6660 -1.2668 0.110 0.002 -0.076 0.131
C 0.8452 1.9849 -0.6264 -0.282 -0.021 0.428 -0.364
C 0.9767 1.8628 0.8867 0.163 0.299 -0.028 -0.104
C 2.1424 0.9121 1.1799 -0.137 -0.445 -0.137 -0.426
S 1.9804 -0.7339 0.3758 0.173 -0.030 0.152 1.066
C 0.3876 -1.3013 0.8981 0.188 0.153 0.035 -0.513
C -0.2145 -0.9436 2.0981 0.020 -0.101 -0.113 -0.098
C -1.4807 -1.4086 2.4036 -0.198 -0.060 0.021 -0.120
C -2.1316 -2.2516 1.5194 -0.148 -0.049 -0.004 -0.684
Br -3.8934 -2.8499 1.9217 0.193 0.056 -0.050 0.727
C -1.5212 -2.6617 0.3441 -0.151 -0.090 0.187 -0.131
C -0.2648 -2.1822 0.0379 0.222 0.126 0.158 -0.110
C 3.4347 1.4742 0.6062 0.093 -0.279 -0.019 -0.596
O 4.1173 0.9082 -0.1973 0.194 -0.033 -0.145 0.092
O 3.7232 2.6652 1.1255 -0.002 0.550 0.400 0.126
C -0.1929 1.1312 -1.2541 -0.272 -0.104 -0.510 -0.170
C 0.1374 0.4728 -2.4379 -0.049 0.138 0.188 -0.011
C -0.7542 -0.4004 -3.0278 -0.108 -0.075 -0.057 -0.111
C -1.9963 -0.5901 -2.4433 -0.126 0.024 0.029 -0.684
Br -3.2152 -1.8254 -3.2156 0.110 0.100 0.074 0.745
C -2.3646 0.0944 -1.2960 -0.179 -0.113 -0.201 -0.123
C -1.4573 0.9470 -0.6985 0.284 0.105 -0.086 -0.021
H 1.2285 2.8392 1.3069 -0.091 -0.041 -0.027 0.134
H 0.0629 1.4859 1.3408 0.074 0.046 -0.002 0.091
H 2.2666 0.7777 2.2582 0.028 0.132 -0.089 0.123
H 0.2966 -0.3141 2.8097 0.058 0.095 0.054 0.107
H -1.9559 -1.1203 3.3288 -0.052 0.009 0.064 0.103
H -2.0297 -3.3366 -0.3270 -0.052 -0.031 -0.070 0.100
H 0.2240 -2.4794 -0.8764 -0.006 -0.021 -0.182 0.111
H 4.5194 3.0318 0.7086 -0.106 -0.264 -0.078 0.146
H 1.1140 0.6340 -2.8681 0.098 0.009 -0.031 0.129
H -0.4901 -0.9304 -3.9298 0.011 -0.053 -0.062 0.105
H -3.3464 -0.0469 -0.8709 -0.070 -0.032 0.034 0.108
H -1.7560 1.4891 0.1860 0.008 -0.002 0.144 0.123
```
Positions in Å, forces in eV/Å.

Its lowest unoccupied orbital energy is 0.05 eV. As for the spin multiplicity: 1.

=====

Record 3
Density functional theory data (ωB97M-V with the def2-TZVPD basis set) for a structure of composition C16H12BrN3O2SSbSe5Y.

Structure (XYZ):
```
42
Properties=species:S:1:pos:R:3:forces:R:3:lowdin_charge:R:1
Y 1.8508 -0.2154 -0.7127 4.811 -1.887 -1.920 0.498
Br -3.3174 4.9028 -1.5248 -0.066 -0.043 0.003 0.693
C -1.7669 4.3863 -0.5743 -0.047 0.073 0.020 -0.686
C -1.4513 5.0340 0.6053 0.280 -0.013 0.283 -0.194
N -0.3479 4.7591 1.3069 -0.004 -0.182 -0.285 0.081
C 0.4599 3.8038 0.8351 -0.288 0.268 -0.027 -0.058
C 0.2018 3.1049 -0.3399 0.173 -0.289 0.202 -0.127
C -0.9487 3.3889 -1.0528 -0.035 -0.148 -0.251 -0.051
C 1.1364 2.0366 -0.8074 0.304 1.709 -0.379 -0.688
O 0.9132 1.3986 -1.8773 -0.147 1.263 -0.324 -0.121
O 2.2057 1.7885 -0.1477 0.204 2.392 0.194 -0.172
H -2.1128 5.7958 1.0079 0.070 -0.056 -0.052 0.097
H 1.3504 3.5778 1.4040 0.019 -0.032 0.069 0.123
H -1.1861 2.8304 -1.9490 0.022 0.010 0.016 0.123
Se -3.7584 1.3711 1.0035 0.272 0.153 -0.272 -0.276
Sb -2.1256 -0.2034 1.8689 -1.342 -0.141 0.993 -0.300
Se -0.0514 -0.2503 0.4732 -5.925 -0.222 3.353 0.251
Se -1.3282 0.3938 4.1280 0.276 0.205 -0.071 -0.188
Se -3.0901 -2.4608 2.0231 0.311 0.028 -0.245 -0.274
Se 1.4499 -2.6503 -1.4646 0.058 -2.399 -1.247 0.533
C 0.5870 -1.5070 -2.7556 0.244 -0.721 -0.213 -0.742
C 1.3189 -0.9765 -3.8197 -0.660 0.420 -0.104 -0.160
C 0.6726 -0.1147 -4.7066 0.001 -0.111 0.167 -0.178
N -0.6089 0.2371 -4.6034 0.067 -0.134 0.204 0.047
C -1.3011 -0.2916 -3.5826 0.196 -0.087 -0.158 -0.135
C -0.7648 -1.1792 -2.6578 0.174 0.345 -0.420 -0.137
H 2.3564 -1.2346 -3.9460 0.211 -0.039 -0.068 0.081
H 1.2213 0.3165 -5.5417 -0.031 -0.024 0.046 0.092
H -2.3399 0.0153 -3.4971 0.071 -0.039 -0.007 0.109
H -1.3634 -1.5797 -1.8646 -0.215 -0.081 0.273 0.087
S 2.8993 -0.8212 1.7768 0.895 -0.154 0.581 0.508
C 1.8988 -2.1087 2.3421 -0.091 0.230 -0.038 -0.771
N 0.8911 -1.8473 3.2133 0.177 -0.286 -0.219 0.025
C -0.0077 -2.7595 3.6221 0.207 0.044 -0.192 -0.153
C 0.0866 -4.0551 3.1935 -0.087 -0.161 0.069 -0.087
C 1.1177 -4.3859 2.3277 0.178 -0.031 -0.093 -0.054
C 2.0235 -3.4278 1.9192 -0.064 -0.262 0.086 -0.139
H 0.6909 -0.8728 3.4817 -0.198 0.201 0.064 0.001
H -0.8058 -2.3819 4.2349 -0.149 0.199 0.132 0.046
H -0.6792 -4.7615 3.4750 0.008 0.020 -0.002 0.101
H 1.1963 -5.3951 1.9386 0.024 0.032 0.021 0.108
H 2.8268 -3.6610 1.2450 0.101 -0.049 -0.190 0.086
```
Positions in Å, forces in eV/Å.

The net charge is -2. The energy above the lowest of the compared OMol25 structures with the same formula, charge and spin is 69.16 kcal/mol. Its lowest unoccupied orbital energy is 3.97 eV. As for the spin multiplicity: 1.

=====

Record 4
Density functional theory data (ωB97M-V with the def2-TZVPD basis set) for a structure of composition C16H12ClIrN2O8P2.

Structure (XYZ):
```
42
Properties=species:S:1:pos:R:3:forces:R:3:mulliken_spin:R:1
Ir 0.3469 -0.1641 0.7017 0.174 -0.557 0.016 1.728
Cl 1.3407 5.7768 -3.3622 -0.008 -0.038 -0.068 0.069
C 1.0566 4.5801 -2.1812 -0.015 -0.052 0.056 0.233
C 1.0365 4.9511 -0.8367 0.033 0.193 -0.209 0.057
C 0.8168 3.9745 0.0972 0.032 0.003 0.403 0.146
C 0.6092 2.6343 -0.3152 -0.038 -0.268 0.045 0.265
O 0.3966 1.7619 0.5911 -0.138 0.363 0.352 0.356
C 0.6200 2.2422 -1.7073 -0.158 -0.587 0.100 -0.045
C 0.4187 0.8903 -2.1369 -0.022 -0.092 0.347 0.534
N 0.2125 -0.1946 -1.3218 0.046 0.105 -0.151 0.126
C 0.0418 -1.4732 -1.8485 0.014 0.423 0.146 -0.156
C -0.0579 -1.8106 -3.1790 -0.041 -0.265 -0.329 0.159
C -0.2532 -3.1574 -3.5626 0.055 0.331 -0.135 -0.051
C -0.3503 -4.1592 -2.6454 -0.010 -0.212 -0.035 0.111
C -0.2445 -3.8522 -1.2710 0.012 0.046 0.084 -0.024
C -0.3241 -4.8125 -0.2420 -0.038 -0.160 -0.114 0.022
C -0.2201 -4.4268 1.0605 -0.017 -0.111 0.262 -0.019
C -0.0262 -3.0779 1.3763 0.046 0.075 0.184 0.028
N 0.0728 -2.1600 0.4311 -0.058 -0.157 -0.267 0.001
C -0.0452 -2.5174 -0.8903 0.035 0.052 0.174 0.056
C 0.8540 3.2423 -2.6149 0.064 0.279 -0.272 0.143
H 1.1950 5.9815 -0.5486 -0.002 -0.064 -0.054 0.009
H 0.8046 4.1660 1.1716 -0.015 -0.173 -0.132 0.001
H 0.4587 0.7150 -3.1990 0.038 -0.024 -0.080 0.045
H 0.0036 -1.0592 -3.9515 -0.019 -0.011 -0.002 0.015
H -0.3250 -3.3930 -4.6177 -0.008 0.061 0.047 -0.002
H -0.5022 -5.1864 -2.9544 0.009 0.049 0.048 0.006
H -0.4723 -5.8565 -0.4994 0.011 0.091 0.003 0.000
H -0.2831 -5.1416 1.8704 0.000 0.059 -0.043 0.000
H 0.0504 -2.7468 2.4066 0.019 -0.036 -0.068 0.008
H 0.8854 3.0085 -3.6732 0.025 0.160 0.058 0.005
O -1.6692 -0.2379 2.4728 -0.155 0.024 -0.099 0.002
P -0.4806 -0.3945 3.5974 -0.461 1.288 1.208 -0.010
O -0.7009 -1.5695 4.4398 0.181 -0.244 -0.292 0.011
O 0.7346 -0.4360 2.6038 0.022 0.160 -0.365 0.134
O -0.4989 0.9595 4.3926 0.206 -0.822 -0.669 0.010
P -0.2437 2.5833 3.9114 0.745 0.912 0.005 0.005
O -1.5854 2.7992 3.0040 -0.037 -0.289 -0.025 0.001
O -0.3526 3.4234 5.1089 -0.307 -0.323 0.035 0.001
O 0.9834 2.6127 3.0620 -0.531 -0.385 -0.053 0.009
H -2.5255 -0.5233 2.8306 0.185 0.074 -0.165 0.009
H -1.7777 2.0476 2.4288 0.126 0.124 0.057 0.000
```
Positions in Å, forces in eV/Å.

The energy above the lowest of the compared OMol25 structures with the same formula, charge and spin is 43.85 kcal/mol. Its lowest unoccupied orbital energy (spin up / spin down) is -1.40 / -3.91 eV. As for the spin multiplicity: 5.

=====

Record 5
Density functional theory data (ωB97M-V with the def2-TZVPD basis set) for a structure of composition C16H12F5MgO2S.

Structure (XYZ):
```
37
Properties=species:S:1:pos:R:3:forces:R:3:lowdin_charge:R:1
O -2.8613 -1.3463 3.1312 -0.329 0.858 -0.123 -0.328
S -1.5432 -0.9325 2.7460 -0.658 -2.282 0.260 0.674
O -0.5154 -1.9019 2.9789 0.699 0.728 -0.043 -0.310
C -1.6006 -0.5480 0.9794 -1.095 1.437 0.794 -0.202
C -1.1989 0.8650 0.6268 1.708 -1.125 -1.718 -0.078
C -1.4990 1.1537 -0.8013 -0.744 0.297 0.696 -0.226
C -1.8394 2.4551 -1.0801 -0.089 0.184 -0.758 -0.134
C -2.1321 2.9343 -2.3291 0.126 0.399 -0.245 -0.039
C -2.0812 2.0562 -3.4048 0.087 -0.518 0.003 -0.032
C -1.7730 0.7140 -3.1776 0.114 0.458 0.566 -0.017
C -1.4911 0.2808 -1.8848 -0.062 -0.592 0.021 -0.001
C 0.3017 1.2179 0.8954 -0.433 0.207 0.246 -0.465
F 0.7608 2.0777 -0.0549 -0.161 0.283 -0.138 0.102
F 0.3365 1.9391 2.0615 0.143 0.113 0.394 0.018
C 1.2552 0.0558 0.9610 0.255 -0.077 0.869 -0.134
C 1.9110 -0.2061 2.1609 0.089 -0.151 -0.287 -0.007
C 2.8215 -1.2477 2.2268 0.054 0.173 0.263 -0.023
C 3.0834 -2.0459 1.1287 -0.041 -0.021 -0.130 0.027
C 2.4245 -1.7894 -0.0644 -0.140 0.084 0.444 -0.087
C 2.6687 -2.6226 -1.2930 0.527 0.424 0.436 -0.609
F 1.5311 -3.0371 -1.8511 -0.396 -0.145 -0.187 0.159
F 3.3326 -1.9106 -2.2145 0.002 0.173 -0.339 0.157
F 3.4167 -3.6839 -1.0099 0.041 -0.444 -0.006 0.162
C 1.5305 -0.7373 -0.1341 -0.336 0.029 -0.821 0.040
H -1.2974 0.2486 3.3797 0.260 0.030 -0.332 0.084
H -2.6612 -0.6235 0.7401 -0.070 -0.233 0.050 0.117
H -1.0786 -1.3063 0.3987 0.406 -0.079 0.270 0.120
H -1.8226 2.9707 -0.1344 0.087 0.612 -1.300 -0.125
H -2.3716 3.9760 -2.4911 -0.069 0.019 -0.010 0.118
H -2.2807 2.4117 -4.4036 -0.086 0.008 -0.059 0.119
H -1.7192 -0.0139 -3.9706 -0.071 0.073 -0.219 0.121
H -1.2351 -0.7572 -1.7250 0.045 -0.099 -0.049 0.119
H 1.7331 0.4046 3.0292 -0.035 0.030 0.114 0.124
H 3.3337 -1.4182 3.1613 0.058 -0.123 0.031 0.121
H 3.7925 -2.8560 1.1896 0.042 -0.068 0.052 0.130
H 1.0615 -0.5474 -1.0925 -0.079 0.126 0.002 0.130
Mg -2.2933 3.7708 1.3216 0.148 -0.788 1.252 1.175
```
Positions in Å, forces in eV/Å.

The net charge is +1. Its lowest unoccupied orbital energy is -7.15 eV. As for the spin multiplicity: 1.

=====

Record 6
Density functional theory data (ωB97M-V with the def2-TZVPD basis set) for a cluster of 3 separate species, C16H12F7N2O6S in total.

Structure (XYZ):
```
44
Properties=species:S:1:pos:R:3:forces:R:3:lowdin_charge:R:1
C -1.3344 -0.8578 -1.7506 0.892 0.708 -0.522 -0.279
S 0.5753 -0.8939 -1.8051 -2.033 -7.602 -5.144 0.700
O 0.9409 -2.3810 -1.4202 -0.666 5.085 0.154 -0.444
O 1.1421 -0.6865 -3.2322 -0.459 1.325 4.219 -0.430
C 1.3305 0.1806 -0.4766 0.212 -0.627 3.633 -0.271
F 2.7284 -0.2657 -0.2024 -4.238 1.762 -1.206 -0.015
F 0.5636 -0.1195 0.7908 2.546 1.169 -3.554 -0.034
C 1.2104 1.7944 -0.7041 0.365 1.887 2.051 -0.106
F -0.0901 2.3929 -0.2876 4.246 -2.237 -1.562 0.036
F 2.2428 2.4202 0.2061 -2.998 -1.567 -2.721 -0.009
C 1.5716 2.3277 -2.2106 0.881 2.056 -2.430 -0.126
F 2.8449 1.7168 -2.7440 -4.875 2.144 1.945 0.030
F 1.8690 3.8006 -2.0806 -1.047 -4.810 -0.574 0.006
F 0.4357 2.2194 -3.1859 4.403 0.272 3.683 0.033
H -1.7520 0.0203 -2.4034 1.261 -1.541 0.935 -0.024
H -1.6472 -1.9130 -2.1603 1.276 2.036 0.762 -0.003
C 4.2956 0.6750 1.9016 0.006 0.144 0.111 -0.065
C 4.0792 0.4671 3.2647 0.474 -0.114 -0.114 -0.051
C 5.1001 -0.0498 4.0646 0.011 0.011 -0.047 -0.005
C 6.3411 -0.3521 3.4872 -0.666 0.330 -0.485 -0.152
C 6.5586 -0.1516 2.1175 -0.050 0.032 -0.006 -0.003
C 5.5291 0.3632 1.3272 0.010 -0.074 0.474 -0.052
N 7.4265 -0.8718 4.3276 0.781 -0.395 0.628 -0.331
O 7.1888 -1.0532 5.5311 0.446 0.216 -1.646 0.047
O 8.5190 -1.0954 3.7868 -1.451 0.268 0.849 0.049
H 3.4983 1.0836 1.2830 0.438 -0.155 0.374 0.073
H 3.1146 0.7112 3.7047 0.215 -0.087 -0.076 0.111
H 4.9156 -0.2059 5.1252 0.263 -0.036 -0.253 0.115
H 7.5152 -0.3865 1.6555 -0.178 -0.004 0.323 0.116
H 5.6891 0.5253 0.2635 -0.024 -0.075 0.224 0.114
C -7.7237 0.8466 -1.0388 0.095 -0.099 -0.011 -0.087
C -6.3520 0.9493 -0.8015 -0.237 -0.361 -0.131 -0.068
C -5.5252 -0.1609 -0.9844 -0.002 -0.098 -0.036 0.014
C -6.0845 -1.3732 -1.4113 -0.622 0.888 0.146 -0.136
C -7.4623 -1.4811 -1.6428 0.061 0.047 0.012 -0.009
C -8.2795 -0.3647 -1.4538 0.416 0.026 0.068 -0.082
N -5.2170 -2.5368 -1.6298 1.467 -1.009 -0.077 -0.318
O -4.0062 -2.4066 -1.3959 -2.283 -0.207 -0.378 0.067
O -5.7439 -3.5811 -2.0395 0.512 1.277 0.494 0.047
H -8.3635 1.7165 -0.9003 0.121 -0.172 -0.021 0.101
H -5.9265 1.8964 -0.4768 -0.025 -0.242 -0.069 0.108
H -4.4583 -0.0646 -0.7953 -0.103 -0.278 -0.125 0.119
H -7.9103 -2.4171 -1.9696 0.338 0.149 0.080 0.115
H -9.3498 -0.4375 -1.6338 0.224 -0.040 0.024 0.102
```
Positions in Å, forces in eV/Å.

The net charge is -1. Its lowest unoccupied orbital energy is 1.25 eV. As for the spin multiplicity: 1.

=====

Computed max |F| (eV Å⁻¹) in order:
3.41; 0.68; 6.81; 1.83; 2.67; 9.40